The following is a quantum chemistry calculation of 4 unconnected molecules or ions with the total composition C16H36N2O5P, from the Open Molecules 2025 dataset.

XYZ file:
```
60
Properties=species:S:1:pos:R:3:mulliken_charge:R:1
O 1.84120 -1.80654 1.14871 -0.4131
P 2.50255 -1.42221 -0.28381 0.0969
O 3.66184 -0.33695 0.13979 -0.4456
C 1.15359 -0.33536 -1.04341 0.0594
C -0.17924 -1.08811 -1.02011 -1.2105
N -1.04298 -0.82655 0.13782 -0.2012
C -0.53194 0.05378 1.16895 -0.8043
C 0.03943 1.32752 0.59094 0.0586
N 0.99114 1.09561 -0.56890 0.0696
H 2.28457 -1.36710 1.89366 0.3479
H 3.59445 0.55153 -0.20639 0.3031
H 1.45982 -0.25408 -2.08899 0.2803
H 0.07168 -2.15274 -1.07073 0.4131
H -0.73260 -0.84513 -1.93172 0.4138
H -1.30530 -1.70302 0.56421 0.2523
H 0.16687 -0.41628 1.86443 0.3255
H -1.38661 0.37534 1.77308 0.5945
H 0.60463 1.82917 1.37762 -0.3021
H -0.74880 2.00159 0.26227 0.3533
H 1.88510 1.51210 -0.32174 0.2992
H 0.65190 1.63131 -1.36928 0.3748
C -5.44757 -3.14920 0.76725 -0.5474
C -5.47536 -3.17929 2.29416 -0.5606
C -4.13816 -2.53930 2.63889 -0.4277
O -3.85788 -1.60428 1.58904 -0.3230
C -4.76217 -1.81655 0.49905 -0.3622
H -6.43315 -3.21231 0.31007 0.3492
H -4.84126 -3.97313 0.38485 0.2669
H -6.29650 -2.56469 2.66748 0.2591
H -5.58183 -4.17864 2.71175 0.3355
H -3.33833 -3.28755 2.66918 0.2680
H -4.15026 -2.00813 3.59094 0.2825
H -5.48607 -0.99593 0.47827 0.2666
H -4.19786 -1.80173 -0.43448 0.2202
C 1.65487 2.05953 4.86950 -0.6441
C 2.53599 2.62756 3.75867 -0.4457
C 3.34766 1.40347 3.35485 -0.2252
O 2.49876 0.26956 3.57554 -0.3681
C 1.35247 0.66400 4.34408 -0.1056
H 0.75430 2.64077 5.05757 0.3389
H 2.22068 1.99808 5.79997 0.2918
H 1.91586 2.97180 2.92474 0.1333
H 3.16203 3.45831 4.07703 0.3905
H 4.24240 1.29807 3.97316 0.3580
H 3.65817 1.41322 2.30776 0.0249
H 0.47098 0.66781 3.69113 -0.0442
H 1.18964 -0.06730 5.13434 0.3824
C 1.55274 0.71761 -6.67025 -0.5841
C 2.10397 1.99989 -6.05054 -0.6108
C 1.26886 2.11127 -4.78388 -0.3695
O 0.96753 0.76720 -4.37826 -0.3270
C 1.30387 -0.14294 -5.44156 -0.4782
H 2.23228 0.24701 -7.37742 0.3358
H 0.61275 0.92298 -7.18505 0.2684
H 3.15950 1.87516 -5.80114 0.2764
H 2.00752 2.87316 -6.69212 0.3512
H 0.32924 2.63957 -4.97079 0.2898
H 1.79713 2.61949 -3.97270 0.2527
H 2.20165 -0.69981 -5.15587 0.3044
H 0.48419 -0.84863 -5.57163 0.3114
```

Output
strongest force on any atom: 0.672 eV Å⁻¹
Kohn-Sham gap: 0.308 hartree
electronic energy: -39675.5427 eV
lowest unoccupied orbital energy: -0.1185 hartree
charge: +1


The following is a quantum chemistry calculation of 4 unconnected molecules or ions with the total composition C16H36N3O6PS, from the Open Molecules 2025 dataset.

XYZ file:
```
63
Properties=species:S:1:pos:R:3:mulliken_charge:R:1
O 5.82686 -1.86687 -1.58772 -0.4605
C 4.99521 -1.25308 -2.16992 0.3616
C 3.61060 -1.70537 -2.53351 -0.1327
C 2.83773 -0.63130 -2.37815 0.2364
P 1.05713 -0.58680 -2.21094 0.3593
S 0.46130 0.08263 -0.48321 -0.3462
C 3.72492 0.57332 -2.40260 0.2298
O 3.44305 1.68592 -2.68265 -0.4635
O 5.02887 0.13066 -2.28676 -0.3129
H 3.37364 -2.75034 -2.71045 0.5185
H 0.53355 0.13067 -3.29433 0.1026
H 0.75619 -1.94245 -2.37113 -0.1015
C -1.96294 3.28279 -0.18644 -0.5498
O -2.44055 1.95293 -0.18766 -0.3602
C -2.90523 1.47511 1.05625 -0.5788
C -4.33836 1.88374 1.41693 0.3386
C -4.47004 3.33365 1.87302 -1.1739
N -5.28423 1.64119 0.32460 -0.7549
H -1.48574 3.53197 0.76722 0.1554
H -2.76553 3.99758 -0.39144 0.2471
H -1.22243 3.37020 -0.98118 0.3085
H -2.86964 0.38510 0.97507 0.3486
H -2.20712 1.76332 1.85557 0.2624
H -4.63596 1.24683 2.25609 0.4041
H -4.43481 4.02435 1.03032 0.2794
H -5.42674 3.48222 2.37316 0.3832
H -3.67512 3.60243 2.57247 0.1097
H -5.29204 0.65133 0.09789 0.2720
H -4.91772 2.09224 -0.50973 0.3301
C -0.80667 5.76660 3.23878 -0.7078
O 0.04925 4.64198 3.22544 -0.2994
C 0.80016 4.42703 4.40357 -0.6961
C 0.04020 3.70566 5.52402 0.3084
C -0.95939 4.58779 6.26532 -1.4047
N -0.65003 2.50418 5.04844 -0.6797
H -0.38026 6.60043 3.80476 0.3781
H -1.78588 5.51410 3.65476 0.1932
H -0.95307 6.08283 2.20614 0.2571
H 1.63608 3.79237 4.09870 0.3268
H 1.22414 5.37506 4.76181 0.4013
H 0.79630 3.38464 6.24758 0.4446
H -1.86956 4.73872 5.68451 0.2628
H -1.25042 4.11344 7.20197 0.3465
H -0.53229 5.56522 6.49776 0.3524
H 0.02617 1.85150 4.66318 0.3007
H -1.22984 2.76974 4.25631 0.2173
C 1.28499 -7.21788 -5.83607 -0.6381
O 0.50941 -6.46790 -4.92015 -0.3868
C 0.74274 -6.73794 -3.55320 -0.6572
C 1.94757 -6.00485 -2.95399 0.1641
C 3.29770 -6.59023 -3.35390 -1.5307
N 1.93413 -4.57235 -3.27941 -0.4179
H 1.46702 -8.23101 -5.46500 0.3011
H 2.24282 -6.73822 -6.05178 0.2282
H 0.71874 -7.28104 -6.76417 0.2594
H -0.15643 -6.39578 -3.03416 0.3473
H 0.82405 -7.81987 -3.38577 0.4274
H 1.85819 -6.09565 -1.86743 0.4022
H 3.57133 -6.31327 -4.37226 0.3196
H 4.07917 -6.21234 -2.69506 0.3573
H 3.29315 -7.67885 -3.28285 0.3841
H 1.08057 -4.16191 -2.90969 0.1750
H 1.83504 -4.48626 -4.28891 0.2509
```

Output
strongest force on any atom: 1.648 eV Å⁻¹
SMILES: O=C1C=C([PH2]=S)C(=O)O1.COC[C@@H](C)N.COC[C@@H](C)N.COC[C@@H](C)N
Kohn-Sham gap: 0.287 hartree
electronic energy: -54052.8370 eV
lowest unoccupied orbital energy: -0.0417 hartree


The following is a quantum chemistry calculation of 2 unconnected molecules or ions with the total composition C16H36NO3P, from the Open Molecules 2025 dataset.

XYZ file:
```
57
Properties=species:S:1:pos:R:3:mulliken_charge:R:1
C 1.46794 -3.65325 2.53092 -0.4841
O 1.91036 -2.35745 2.87285 -0.4153
C 2.19631 -1.48203 1.79883 -0.5726
C 1.49242 -0.13720 1.98312 -0.5431
C 1.04195 0.54014 0.68248 -0.6815
C -0.38002 0.17703 0.25412 0.1254
C -0.59747 -1.31230 -0.02294 0.7427
C -1.84414 -1.66009 -0.83590 -1.5780
C -3.20082 -1.57337 -0.13151 -0.4709
C -3.67293 -0.15389 0.24051 -0.6064
P -4.20011 0.24241 1.99201 -0.1166
C -3.73911 -1.21194 3.03479 -1.3222
C -2.26789 -1.55075 3.25117 1.4048
C -1.85066 -2.38341 4.37688 -0.8087
O -1.83981 -2.84187 2.93549 -0.4903
H 0.99590 -3.66361 1.54506 0.1981
H 0.72759 -3.97001 3.26328 0.1439
H 2.30035 -4.36434 2.53152 0.2854
H 1.91102 -1.94243 0.84900 0.3331
H 3.28106 -1.33051 1.75838 0.3769
H 2.15759 0.53424 2.52568 0.3971
H 0.62167 -0.32456 2.61500 0.0423
H 1.72934 0.31371 -0.13762 0.2517
H 1.07253 1.62048 0.83235 0.2609
H -0.62190 0.72089 -0.66582 0.3186
H -1.07210 0.53654 1.02127 -0.2468
H 0.26935 -1.65981 -0.59421 0.4515
H -0.61030 -1.88367 0.90875 -0.4498
H -1.74021 -2.69997 -1.15825 0.4314
H -1.85634 -1.05905 -1.75173 0.3812
H -3.93375 -2.00705 -0.81390 0.4048
H -3.17615 -2.23685 0.73517 0.2604
H -4.55896 0.09947 -0.34080 0.5281
H -2.91174 0.56459 -0.05753 0.1692
H -3.11461 1.07130 2.35387 -0.0181
H -4.19912 -0.97914 3.99636 0.4270
H -4.22120 -2.10061 2.62666 0.4770
H -1.57391 -0.76081 2.99099 -0.2003
H -2.52811 -3.04855 4.89051 0.2885
H -0.81674 -2.37077 4.69191 0.2971
C 0.75544 3.07744 -2.01878 -0.7312
O 2.05337 2.52048 -1.98054 -0.3452
C 2.46739 1.85321 -3.15589 -0.7123
C 3.01383 2.76635 -4.25892 0.3335
C 1.93805 3.54212 -5.01203 -1.4060
N 4.02433 3.70582 -3.77137 -0.7386
H 0.07720 2.45889 -2.61642 0.3031
H 0.75033 4.09374 -2.42085 0.2861
H 0.38749 3.11213 -0.99347 0.2711
H 3.27090 1.18378 -2.83756 0.3625
H 1.64857 1.22888 -3.54054 0.4069
H 3.50950 2.10408 -4.97632 0.4069
H 1.57723 4.38780 -4.42595 0.2789
H 2.34870 3.94124 -5.93839 0.3494
H 1.08591 2.90628 -5.25899 0.3445
H 4.81279 3.19663 -3.38510 0.2744
H 3.63167 4.21959 -2.98760 0.3239
```

Output
strongest force on any atom: 2.520 eV Å⁻¹
SMILES: COCCCCCCCCPC[C@H]1CO1.COC[C@@H](C)N
Kohn-Sham gap: 0.351 hartree
electronic energy: -34094.2439 eV
lowest unoccupied orbital energy: 0.0290 hartree


Number 1 is which compound?
C16H36N2O5P


The lowest Kohn-Sham gap belongs to which entry?
C16H36N3O6PS